ORCA calculation (ωB97M-V with the def2-TZVPD basis set) on a molecular structure, C45H60N5P2Ti in a non-equilibrium geometry.

CARTESIAN COORDINATES (ANGSTROEM)
Ti (0.47659, 0.19046, 0.92201)
C (-0.70683, -1.44832, 3.39822)
C (-1.64326, -0.37506, 3.85838)
C (-2.24192, 0.48032, 2.84107)
C (-3.41666, 1.15478, 3.22263)
C (-3.97792, 2.13762, 2.41354)
C (-3.34956, 2.36220, 1.20679)
C (-2.21570, 1.64084, 0.88041)
N (-1.69206, 0.69549, 1.65981)
N (0.62487, -1.03477, 2.89577)
C (1.38532, -2.25720, 2.59142)
C (2.61408, -1.93650, 1.79215)
C (3.81833, -2.71579, 1.90324)
C (4.94966, -2.25466, 1.30289)
C (4.87085, -1.09908, 0.44270)
C (3.66255, -0.42279, 0.36984)
N (2.57984, -0.80625, 1.11132)
C (1.42595, -0.21912, 3.85255)
C (1.19926, 1.30022, 3.79034)
C (1.28953, 2.08801, 4.98917)
C (1.10330, 3.44333, 4.92269)
C (0.61913, 3.99737, 3.72786)
C (0.54434, 3.16996, 2.62377)
N (0.78000, 1.85061, 2.65146)
H (-1.16642, -2.10795, 2.73900)
H (-0.43288, -2.02189, 4.25632)
H (-1.15292, 0.20460, 4.63496)
H (-2.47990, -0.89198, 4.41917)
H (-3.81486, 0.92145, 4.17000)
H (-4.89351, 2.56512, 2.65231)
H (-3.64380, 3.12318, 0.46270)
H (-1.78650, 1.80281, -0.08889)
H (0.84861, -2.99808, 1.95969)
H (1.69458, -2.67672, 3.53894)
H (3.82272, -3.60538, 2.47963)
H (5.91136, -2.74968, 1.41361)
H (5.67499, -0.65394, -0.04679)
H (3.62261, 0.46087, -0.19908)
H (2.51998, -0.46771, 3.83984)
H (1.06998, -0.51215, 4.81477)
H (1.58551, 1.60396, 5.88923)
H (1.26648, 4.12420, 5.79436)
H (0.28891, 5.01558, 3.68216)
H (0.26370, 3.63380, 1.69027)
C (2.63384, 4.62464, -1.60902)
C (2.28378, 3.69136, -0.43954)
C (3.56428, 3.12941, 0.12118)
P (1.00156, 2.29565, -0.78545)
C (-0.22633, 3.16291, -1.93666)
C (-0.93991, 4.35489, -1.32513)
C (-1.05369, 2.09016, -2.60650)
C (1.72428, 1.14386, -2.02664)
C (2.37559, 1.58282, -3.21023)
C (2.64702, 0.68484, -4.26626)
C (3.32633, 1.18438, -5.47101)
C (2.29321, -0.61613, -4.13245)
C (1.66708, -1.08449, -2.96927)
C (1.34889, -0.19459, -1.93785)
N (0.58368, -0.61010, -0.78199)
C (0.14334, -1.92939, -0.58340)
C (1.16771, -2.88036, -0.50446)
C (0.96598, -4.22891, -0.46367)
C (-0.37037, -4.69810, -0.44662)
C (-0.54017, -6.17882, -0.32651)
C (-1.41573, -3.77680, -0.48261)
C (-1.19792, -2.40024, -0.56838)
P (-2.46906, -1.04624, -0.84383)
C (-3.90479, -1.49203, 0.16930)
C (-4.47829, -2.88755, 0.52742)
C (-5.05359, -0.57583, -0.43861)
C (-2.88392, -1.42856, -2.63781)
C (-1.60468, -1.25684, -3.40630)
C (-3.48774, -2.80313, -2.85364)
H (3.24941, 5.47597, -1.29583)
H (3.17438, 4.14054, -2.35576)
H (1.83211, 5.12899, -2.11945)
H (1.75478, 4.34903, 0.25679)
H (4.09846, 2.54816, -0.61950)
H (4.23766, 3.95858, 0.52333)
H (3.36234, 2.49792, 0.96265)
H (0.52303, 3.58619, -2.57704)
H (-1.41531, 4.25830, -0.36953)
H (-0.33714, 5.22200, -1.19155)
H (-1.73224, 4.73959, -2.07039)
H (-1.17181, 1.25415, -1.92429)
H (-2.03961, 2.44188, -2.95300)
H (-0.58365, 1.73324, -3.52774)
H (2.73444, 2.60950, -3.27128)
H (4.42233, 1.24727, -5.39516)
H (3.10692, 0.49770, -6.32612)
H (2.96011, 2.11871, -5.78585)
H (2.47170, -1.26005, -4.88875)
H (1.40422, -2.15662, -2.85082)
H (2.27297, -2.60903, -0.59564)
H (1.75226, -4.92797, -0.49914)
H (-1.16509, -6.60927, -1.10978)
H (0.41242, -6.69403, -0.39816)
H (-1.01644, -6.41569, 0.59423)
H (-2.43747, -4.16185, -0.26645)
H (-3.67014, -1.09007, 1.21197)
H (-4.68299, -3.47666, -0.33233)
H (-3.76386, -3.38883, 1.17177)
H (-5.43327, -2.85231, 1.04625)
H (-5.57001, -0.96159, -1.30457)
H (-5.82168, -0.39656, 0.31909)
H (-4.59370, 0.31961, -0.74843)
H (-3.59915, -0.64605, -2.96797)
H (-0.90487, -2.04195, -3.25475)
H (-1.79579, -1.16023, -4.48894)
H (-1.10545, -0.34305, -3.10287)
H (-2.81733, -3.59785, -2.53285)
H (-4.40572, -2.91163, -2.29103)
H (-3.70554, -2.99464, -3.90742)

Orbital gap (spin up / spin down) in eV: 7.32 / 7.44
Lowest unoccupied orbital energy (spin up / spin down) in eV: -4.980 / -4.890
Multiplicity: 2
Energy above the lowest of the compared OMol25 structures with the same formula, charge and spin in kcal/mol: 35.2
Total charge: +2

ORCA calculation (ωB97M-V with the def2-TZVPD basis set) on a molecular structure, C45H62AsN7O2P3S4Ti in a non-equilibrium geometry.

CARTESIAN COORDINATES (ANGSTROEM)
Ti (0.30453, -1.27030, -0.03178)
C (3.24403, 3.11368, -1.34328)
P (2.83738, 3.21819, 0.44828)
C (4.52836, 3.43426, 1.12113)
C (2.18217, 4.95692, 0.44027)
C (2.94899, 6.08194, 0.72077)
C (2.39492, 7.35693, 0.71298)
C (1.05110, 7.51693, 0.41545)
C (0.27313, 6.39888, 0.13922)
C (0.81890, 5.11975, 0.15060)
P (-0.15568, 3.59052, -0.22774)
C (-1.77923, 4.29437, -0.73287)
C (-0.55539, 3.10919, 1.49894)
H (3.70691, 4.04286, -1.68683)
H (2.33371, 2.91499, -1.90908)
H (3.91800, 2.27294, -1.50702)
H (5.15394, 4.12139, 0.54517)
H (4.98559, 2.44136, 1.11926)
H (4.48416, 3.76229, 2.16154)
H (3.99989, 5.96208, 0.95485)
H (3.01549, 8.21724, 0.93501)
H (0.60488, 8.50443, 0.40172)
H (-0.77701, 6.53157, -0.09133)
H (-2.27909, 4.87485, 0.04771)
H (-2.42550, 3.45821, -1.00524)
H (-1.65595, 4.92010, -1.61930)
H (-1.13586, 2.18865, 1.49685)
H (0.38020, 2.90801, 2.02056)
H (-1.09562, 3.90255, 2.02207)
S (4.34206, -0.66527, 2.20041)
As (3.74090, -1.49542, 0.31786)
S (2.33905, -0.10834, -0.71315)
S (2.14755, -3.03599, 0.41677)
S (5.31956, -2.04544, -0.99512)
C (-2.08489, -4.51918, 1.26108)
C (-1.82481, -3.08433, 0.92360)
O (-0.73103, -2.86762, 0.21348)
C (-2.68878, -2.04172, 1.31837)
C (-3.95010, -2.34441, 1.89734)
C (-4.87553, -1.36975, 2.22232)
C (-4.58129, -0.03292, 1.97948)
C (-3.33984, 0.30929, 1.44619)
C (-2.37286, -0.64773, 1.13713)
O (-1.19655, -0.24336, 0.70110)
H (-2.25476, -4.66581, 2.33388)
H (-1.21769, -5.10716, 0.96325)
H (-2.96776, -4.92947, 0.75233)
H (-4.20158, -3.38357, 2.07114)
H (-5.82925, -1.65574, 2.65152)
H (-5.30068, 0.74390, 2.21219)
H (-3.08674, 1.34504, 1.26444)
N (-0.36723, -0.85400, -1.75291)
P (-0.48358, -1.34155, -3.20762)
N (-0.62002, 0.00813, -4.17842)
C (-0.58414, 1.34548, -3.57825)
C (-1.31882, 2.34087, -4.47106)
C (-2.67320, 1.78901, -4.90963)
C (-2.52068, 0.44234, -5.65199)
C (-1.09134, -0.09001, -5.54044)
N (-1.87555, -2.25167, -3.46904)
C (-2.94638, -1.98934, -2.48587)
C (-4.13046, -2.90979, -2.73036)
C (-3.72326, -4.37623, -2.55720)
C (-2.32091, -4.63681, -3.14409)
C (-1.96127, -3.54079, -4.14004)
N (0.73074, -2.25509, -3.91216)
C (1.06571, -3.49425, -3.14889)
C (2.55811, -3.77992, -3.14078)
C (3.14813, -3.71638, -4.54299)
C (2.79398, -2.37711, -5.22565)
C (1.93740, -1.50653, -4.32004)
H (0.44940, 1.66911, -3.40553)
H (-1.05095, 1.30798, -2.59265)
H (-0.71754, 2.58738, -5.35221)
H (-1.44397, 3.27275, -3.91331)
H (-3.18410, 2.51798, -5.54445)
H (-3.30118, 1.65775, -4.02424)
H (-2.80421, 0.54451, -6.70477)
H (-3.17995, -0.30836, -5.21059)
H (-0.41506, 0.44718, -6.21986)
H (-1.05714, -1.13786, -5.84642)
H (-3.25417, -0.94106, -2.55662)
H (-2.57107, -2.13156, -1.46906)
H (-4.92460, -2.64880, -2.02724)
H (-4.52849, -2.74070, -3.73599)
H (-4.46491, -5.02242, -3.03695)
H (-3.72915, -4.62693, -1.49419)
H (-2.27798, -5.61719, -3.62752)
H (-1.57214, -4.63318, -2.34845)
H (-2.73051, -3.50544, -4.92727)
H (-1.02065, -3.72611, -4.65258)
H (0.54216, -4.34497, -3.59826)
H (0.72555, -3.41269, -2.11080)
H (2.70344, -4.77151, -2.70540)
H (3.08018, -3.09796, -2.46809)
H (2.76856, -4.55131, -5.14307)
H (4.23095, -3.84059, -4.47942)
H (2.24651, -2.55391, -6.15697)
H (3.69993, -1.82300, -5.48269)
H (1.61769, -0.60779, -4.84700)
H (2.50290, -1.18374, -3.44016)
N (1.80067, 0.95064, 6.83266)
C (1.78367, 0.88279, 8.20788)
C (2.28626, 1.71624, 9.20080)
C (2.07049, 1.32661, 10.50975)
C (1.37693, 0.14565, 10.81901)
C (0.88546, -0.67692, 9.82387)
C (1.09401, -0.30188, 8.49812)
N (0.71703, -0.94072, 7.32706)
C (1.15649, -0.16864, 6.36805)
C (1.01100, -0.42499, 4.92243)
C (0.51223, -1.65390, 4.49241)
C (0.42360, -1.88111, 3.13526)
N (0.76703, -0.96668, 2.22712)
C (1.25701, 0.19531, 2.63231)
C (1.38883, 0.51075, 3.97727)
H (2.28717, 1.61728, 6.26193)
H (2.82012, 2.62733, 8.96356)
H (2.44509, 1.94628, 11.31500)
H (1.23159, -0.12068, 11.85827)
H (0.35203, -1.59016, 10.05209)
H (0.22341, -2.41165, 5.20465)
H (0.08547, -2.83096, 2.74123)
H (1.55816, 0.89309, 1.85950)
H (1.81756, 1.47263, 4.22545)

Orbital gap (spin up / spin down) in eV: 4.53 / 5.54
Lowest unoccupied orbital energy (spin up / spin down) in eV: 3.770 / 3.770
Multiplicity: 2
Energy above the lowest of the compared OMol25 structures with the same formula, charge and spin in kcal/mol: 11.4
Total charge: -2

Looking at calculated total energy for the records above, in order, we have -3556.27441; -7988.12478 a.u..